# C6H13O6PS

A molecular structure, C6H13O6PS at a distorted geometry (ωB97M-V with the def2-TZVPD basis set, OMol25).

Highest occupied orbital energy (alpha / beta) (eV): -0.93 / -0.80
Charge: -2
Kohn-Sham gap (alpha / beta) (eV): 6.89 / 6.75
E_tot (hartree): -1427.283808
F_max (eV Å⁻¹): 6.2

The geometry in XYZ format:
```
27
C6H13O6PS, DFT ωB97M-V with the def2-TZVPD basis set
C -2.3530 2.0289 0.1886
C 3.1140 -0.4493 -0.6704
C 0.1079 0.2840 -2.0257
C -1.3740 1.1820 0.8711
C 2.7213 -0.3770 0.8400
C -0.9635 -0.0503 0.1138
O -1.4960 -2.1439 0.8928
O -2.2386 -2.0250 -1.6266
O -3.6097 -0.7614 0.0755
O 0.1247 -1.1883 2.3731
O 0.9937 -2.1101 0.2163
O 1.4603 0.1541 0.9873
P -2.2719 -1.3954 -0.2843
S 0.1596 -1.1692 0.9218
H -3.0882 1.4299 -0.1336
H -2.7672 2.8144 0.8592
H -2.0203 2.6611 -0.5868
H 2.7196 0.3974 -1.1176
H 4.2585 -0.5659 -0.5437
H 2.5744 -1.3245 -0.9406
H 0.8651 -0.2783 -1.6933
H 0.1652 1.2652 -1.8955
H -0.8115 -0.2333 -2.4092
H -1.6944 0.8421 1.8892
H -0.5554 1.8569 1.0951
H 3.3093 0.5060 1.2836
H 2.6700 -1.3500 1.3201
```

Results of the Löwdin charge analysis, in e, for atoms 1 through 6:
1. C -0.14
2. C -0.10
3. C 0.11
4. C -0.31
5. C -0.40
6. C -0.27